# C48H76B3N4O28V2

C48H76B3N4O28V2 as an isolated structure at a distorted geometry (the ωB97M-V functional and the def2-TZVPD basis, the Open Molecules 2025 dataset).

Structure (XYZ):
```
161
Properties=species:S:1:pos:R:3:forces:R:3
V -0.756031 3.318824 3.252551 0.9197 -0.4925 -2.0262
V 5.260649 -0.420466 0.383581 -1.5924 0.3681 -1.2389
O 3.685589 2.198044 -3.652299 0.3173 -0.1750 0.8290
C 3.666049 2.646794 -2.548339 -1.3373 1.4371 -1.5658
O 2.850019 3.738674 -2.193519 2.5319 -2.5530 1.5103
B 3.078199 3.942604 -0.740049 0.3349 0.9649 -0.7770
O 4.236019 2.997664 -0.311329 0.0074 -1.1191 -2.5911
C 4.500939 2.142784 -1.342229 -0.8404 0.3187 3.7843
O 5.121659 1.065614 -1.170079 -1.0201 2.2454 -0.6238
O 1.891409 3.596824 0.061251 -0.5480 1.0573 1.9418
C 1.645169 4.570724 0.946331 -3.2891 -2.6368 1.5197
O 0.778069 4.458284 1.884441 2.4720 0.6298 -2.5585
C 2.470899 5.782924 0.568011 1.5189 3.1834 0.0950
O 3.318529 5.387254 -0.420299 -0.9602 -0.5962 1.1672
O 2.401219 6.918644 1.046051 -0.0806 -3.4430 -1.1936
O 3.074059 -1.412156 7.663721 -0.0474 -0.7187 1.1051
C 2.768259 -1.483566 6.522881 -1.2357 -2.0005 1.4802
O 3.167779 -0.638716 5.653961 -0.3902 2.0364 -3.9227
B 2.353899 -0.789996 4.395351 0.8242 -2.6515 2.6886
O 1.699519 -2.122386 4.537021 -0.0876 -0.1246 0.2630
C 1.778429 -2.550296 5.822631 -0.8873 -1.5971 3.0574
O 1.206039 -3.476006 6.456581 2.2321 3.7652 -3.6222
O 1.300919 0.231184 4.254781 0.4496 -0.7893 0.7690
C 1.635089 0.962584 3.293441 -0.6964 2.5754 -2.1629
O 1.037099 1.986244 2.972971 0.4018 0.1022 0.1838
C 2.907219 0.386554 2.536351 -1.0070 -0.4476 1.9378
O 3.260749 -0.620316 3.247191 -0.1635 -1.1158 0.5016
O 3.505049 0.731704 1.570521 1.0908 1.0766 -2.0560
O 1.443719 -3.472106 -0.823599 -0.1207 0.2828 -0.2039
C 1.178699 -2.310546 -0.859899 2.4826 -0.9513 0.3222
O 0.040599 -1.716306 -0.947779 -1.2814 0.7995 0.5085
B 0.205079 -0.312756 -0.560949 -0.9560 0.5678 -1.1580
O 1.647949 -0.030596 -0.715769 -0.1669 0.4032 0.2176
C 2.261139 -1.149716 -0.709159 1.8844 -0.0955 0.6242
O 3.490469 -1.218096 -0.507609 -1.3215 -0.8239 -0.1022
O -0.569591 0.581034 -1.387479 0.1537 -0.5928 -0.4276
C -1.227931 1.451884 -0.669209 -0.3489 1.7144 -0.9109
O -1.772291 2.434954 -1.115319 0.1197 -1.0613 1.1654
C -0.963561 1.098854 0.816341 0.7442 -0.2240 -0.8109
O -0.196861 0.009334 0.815771 -0.7693 0.9795 1.3781
O -1.274141 1.823064 1.736491 0.0019 -0.5250 0.5137
C -4.680251 -1.250716 2.907441 -0.1719 0.3764 0.4711
C -4.011791 -2.605116 2.568811 0.3178 -0.3358 0.6834
C -4.900581 -3.868186 2.983481 0.4027 1.3228 0.5362
C -6.131191 -4.175896 2.158041 0.0946 1.2497 -0.1166
C -5.808991 -4.104026 0.718281 1.7699 -0.4385 -1.5785
C -4.963101 -2.847256 0.271681 0.3061 -1.3102 -2.6034
N -3.777781 -2.687406 1.111071 0.1086 -1.6987 0.3951
O -2.973781 -1.661056 0.587731 -0.3841 1.5614 0.4720
C -4.380811 -3.328196 -1.147769 -0.0039 -0.3905 0.5465
C -5.877021 -1.617286 0.085171 0.7374 -0.3444 0.2936
C -2.631011 -2.717216 3.370631 -0.0466 -0.0235 -1.1057
H -4.185631 -0.442806 2.368251 0.2839 -0.0616 -0.0884
H -4.637251 -0.983106 3.963211 0.2723 -0.2820 0.2163
H -5.735701 -1.126286 2.665251 -0.0444 -0.5502 -0.2431
H -4.285011 -4.758346 3.113071 0.2449 0.1050 -0.3787
H -5.287501 -3.650966 3.979071 0.2929 0.1107 0.3166
H -6.848801 -3.359936 2.243721 -0.6059 -0.3504 1.0922
H -6.452331 -5.166446 2.480181 -0.7129 0.2810 -0.1585
H -6.620781 -4.180156 -0.005109 -0.4694 0.2170 0.3834
H -5.227641 -4.999896 0.500221 0.4855 0.0190 -0.2797
H -3.652411 -4.097906 -0.892639 0.4143 0.1989 -0.0927
H -5.049421 -3.872546 -1.814649 -0.8691 0.0843 0.4470
H -3.949561 -2.610726 -1.845879 0.2431 0.5228 0.6497
H -5.354521 -0.681016 0.281361 -0.0078 -0.0768 0.3781
H -6.167251 -1.513466 -0.960339 -0.5805 -0.3885 0.1810
H -6.674211 -1.814996 0.801761 -0.5243 0.8645 -0.4559
H -2.306571 -3.725256 3.628921 -0.7589 -0.2635 0.2177
H -2.560111 -2.095286 4.262971 -0.3632 -0.0313 -0.0216
H -1.779931 -2.451386 2.743671 -0.1653 0.6264 -0.3114
H -2.148021 -2.007056 0.241301 -0.0966 -0.8712 0.0946
C -3.366821 7.235424 2.868041 -0.1677 0.7578 0.1098
C -2.457531 6.100604 3.504481 -1.2743 3.1189 0.8452
C -2.794431 6.238484 5.074141 0.1423 -1.4862 -1.9105
C -4.016581 5.454984 5.403151 -2.4273 -1.2471 0.2509
C -4.258641 4.101734 4.715101 1.7952 0.0098 -1.2219
C -4.005261 4.076954 3.172211 -1.2720 -0.5977 1.8669
N -2.686451 4.703364 3.016641 1.4766 -0.8501 3.0496
O -2.172151 4.393894 1.797521 0.4157 0.9044 -2.0554
C -4.092231 2.514234 2.786281 -0.8139 1.7361 -0.0475
C -5.121931 4.820514 2.399341 -0.2343 -0.2521 0.2514
C -1.017681 6.639964 3.409671 -0.2125 -1.7949 -1.7133
H -3.842281 7.287234 1.888581 0.1792 -1.2752 -0.2496
H -2.794471 8.159054 2.781921 0.3313 -0.0466 0.4664
H -4.163101 7.465234 3.576021 -0.1503 -0.0099 -0.1956
H -1.918641 5.891104 5.622251 -0.0077 0.1658 0.2248
H -3.085861 7.260834 5.314901 0.9367 0.1117 -0.1205
H -4.896671 6.041704 5.139901 -0.0988 0.3493 0.4121
H -4.046431 5.210864 6.465041 -0.2204 0.4765 0.1638
H -5.185361 3.542704 4.844631 -0.1514 0.6585 0.6949
H -3.440771 3.487964 5.092551 -0.0315 -0.6850 0.2001
H -5.022551 2.129284 3.203921 -0.3394 0.4628 0.1331
H -4.276581 2.462964 1.713211 0.7724 -0.5643 -0.0884
H -3.408701 1.795824 3.238801 0.7726 0.4187 -0.4721
H -5.431521 5.805154 2.749691 0.6146 -0.0345 0.2792
H -4.889421 4.933904 1.340491 -0.1556 -0.1818 -0.1780
H -6.041771 4.248324 2.520181 0.1012 -0.3388 -0.3888
H -0.697591 6.548694 2.371731 0.2212 0.1783 -0.0908
H -0.365391 5.962514 3.960721 0.4574 0.2762 0.4334
H -0.908571 7.691744 3.674191 -0.1871 -0.3986 0.4881
H -2.877801 4.597334 1.179251 0.0446 0.0058 -1.1020
C -0.244591 -0.383156 -7.507929 0.3160 0.6296 -0.3216
C -1.520551 -1.070526 -7.021939 -2.2086 0.2462 -1.4114
C -1.250511 -2.555006 -6.702689 1.2965 -0.0352 2.7548
C -2.226281 -3.217276 -5.770439 -1.7363 -1.1228 -1.1258
C -2.755421 -2.396046 -4.608529 1.3586 -1.0773 -0.1174
C -3.127311 -0.964226 -4.875189 -1.0384 -0.3491 -2.0271
N -2.078311 -0.371426 -5.811739 0.5280 -1.7099 1.6459
O -2.229051 1.018044 -5.940319 -0.3977 -0.1882 -0.8978
C -4.568521 -1.056886 -5.481479 -0.1800 0.7633 -0.6836
C -3.131331 -0.148626 -3.604789 0.3768 0.5643 1.0502
C -2.573311 -0.927256 -8.185739 0.2996 0.5301 0.3625
H 0.198339 0.324504 -6.807119 0.3118 -0.7578 0.6591
H -0.352791 0.316164 -8.336989 -0.7934 -0.2193 -0.3331
H 0.438599 -1.138416 -7.896449 0.3110 0.0841 0.4178
H -1.015061 -3.318826 -7.443799 -0.0399 0.9243 -0.8774
H -0.392871 -2.562056 -6.029999 0.9190 0.4311 -0.3391
H -1.918241 -4.177776 -5.357339 1.2501 0.2055 0.3629
H -2.926411 -3.728686 -6.431019 -1.4767 0.8497 -0.0193
H -1.916381 -2.406426 -3.912819 0.0103 0.0687 0.4521
H -3.557651 -3.008316 -4.196649 -0.2163 0.5189 0.4049
H -4.681471 -1.737476 -6.325369 0.6692 0.1008 -0.2590
H -5.376621 -1.442906 -4.860129 0.4012 0.2099 0.9399
H -4.882391 -0.067046 -5.812829 -0.0669 0.0693 -0.1228
H -4.056021 0.370454 -3.352599 -0.1647 -0.0766 -0.3824
H -2.888521 -0.754296 -2.731679 -0.0888 -0.3013 0.0036
H -2.351571 0.612984 -3.598749 -0.0548 -0.0259 -0.1016
H -2.817351 0.134914 -8.167659 -0.1897 0.0756 -0.2287
H -3.511361 -1.469406 -8.066389 0.2370 -0.2117 0.1916
H -2.165091 -1.134956 -9.174839 0.1666 -0.2169 0.0735
H -1.640261 1.389824 -5.279479 0.2115 0.0274 -0.0088
C 8.335549 0.107694 -1.320249 0.8136 -0.5471 -0.6750
C 8.373139 -1.410586 -1.098959 0.9230 -0.1672 2.3243
C 9.427029 -1.707206 0.022221 -0.7489 -0.8967 0.5727
C 9.376589 -3.231266 0.528111 -0.2581 1.4091 -1.0722
C 7.912609 -3.646246 0.913761 3.0424 0.1183 0.3757
C 6.868129 -3.346656 -0.149379 -0.3869 -1.8865 -0.3680
N 6.966159 -1.840736 -0.576079 2.8430 -1.4431 2.2960
O 6.036419 -1.466376 -1.491549 -0.9756 -0.3972 -1.3282
C 7.069109 -4.447826 -1.321639 0.3004 0.9487 0.4567
C 5.533399 -3.657086 0.559541 -0.3658 2.0136 0.0789
C 8.904079 -2.124406 -2.323469 -0.6253 -0.3651 -1.6292
H 9.373069 0.421934 -1.433899 0.1506 -0.1017 -0.4037
H 8.052039 0.743924 -0.481829 -0.7891 -0.3388 0.0987
H 7.824529 0.301014 -2.263419 -0.2177 0.5162 0.3079
H 10.401609 -1.407426 -0.363049 0.0944 -0.5004 -0.2934
H 9.304609 -0.962886 0.809051 -0.4314 -0.3160 0.5620
H 10.126719 -3.438116 1.291401 -0.4103 0.3576 0.4872
H 9.769199 -3.849046 -0.279539 -0.3014 -0.0258 -0.3198
H 7.795859 -3.294856 1.938941 -0.8745 0.9285 -0.2000
H 7.961039 -4.709556 1.148511 -0.3627 -0.3305 -0.6333
H 6.478209 -5.360476 -1.244189 -0.5070 0.3988 0.5911
H 6.862859 -4.077186 -2.325719 0.1706 0.1403 -0.0619
H 8.090259 -4.824186 -1.260739 0.0656 0.3183 -0.3649
H 5.268039 -4.670346 0.861181 0.5630 -0.1492 -0.5933
H 5.624319 -3.133856 1.511411 -0.3112 0.2574 0.4437
H 4.685449 -3.208146 0.042301 -0.1801 -0.3329 -0.2311
H 9.107729 -3.194596 -2.287139 -0.3864 0.0975 0.6075
H 9.855019 -1.747336 -2.699789 -0.0122 0.6518 0.4755
H 8.235969 -1.980236 -3.172559 -0.2127 -0.0399 -0.2308
H 6.135929 -2.109456 -2.197339 -0.6450 -0.0886 -0.9215
```
Positions in Å, forces in eV/Å.

Computed properties:
* electronic energy: -6162.984310 a.u.
* net charge: +1
* spin multiplicity: 7